Record 1
Entry from OMol25: a molecular structure, C77H60AlNO3P2STe (the ωB97M-V functional and the def2-TZVPD basis).

The calculation puts the LUMO energy at -4.7 eV. The net charge is +2.

Cartesian coordinates (Å):
1 Al 0.53842 -0.37005 0.25752
2 O 0.20044 0.10046 1.98341
3 S -1.27272 -0.37057 2.34633
4 C -0.90034 -1.66414 3.47541
5 C -0.38914 -1.39703 4.72905
6 C -0.19890 -2.41282 5.67942
7 C -0.57525 -3.69115 5.34582
8 C -0.57110 -4.97584 6.14522
9 C -1.15091 -6.04838 5.18144
10 C -1.33312 -5.32251 3.86733
11 C -1.74369 -5.73604 2.63351
12 C -1.72444 -4.80630 1.57242
13 C -1.39426 -3.46957 1.70217
14 P -1.04674 -2.51099 0.13479
15 C -0.06372 -3.77961 -0.76499
16 C 2.31660 -3.16816 -1.78255
17 C 3.28681 -4.38220 -1.67893
18 C 1.37849 -6.15496 -1.61537
19 C 0.10158 -5.95269 -1.92718
20 C -0.63639 -4.77695 -1.44487
21 C -2.70085 -2.42206 -0.61195
22 C -2.92354 -2.61389 -1.97145
23 C -4.20712 -2.50645 -2.49078
24 C -5.27198 -2.19077 -1.66202
25 C -5.05851 -1.98484 -0.30447
26 C -3.78237 -2.10405 0.21856
27 C -1.13857 -2.99086 3.02646
28 C -1.02610 -3.95827 4.03977
29 C -2.01434 0.88440 3.35122
30 C -2.58172 0.48721 4.54826
31 C -3.24271 1.37526 5.41027
32 C -3.32199 2.68624 5.04320
33 C -3.94030 3.86802 5.74790
34 C -3.77634 5.04952 4.75705
35 C -3.12381 4.43764 3.53966
36 C -2.84447 4.96079 2.31160
37 C -2.27545 4.11676 1.34720
38 C -1.93844 2.79135 1.55512
39 P -1.27878 1.90332 0.05884
40 C -2.66581 2.17278 -1.10258
41 C -2.48257 2.51981 -2.43906
42 C -3.57705 2.73496 -3.26691
43 C -4.86523 2.56820 -2.77896
44 C -5.05766 2.18075 -1.45965
45 C -3.96496 1.99084 -0.62571
46 C 0.06610 3.09093 -0.39803
47 C -0.02774 4.14942 -1.30457
48 C 1.02596 5.04087 -1.46455
49 C 2.18291 4.91010 -0.70863
50 C 2.27993 3.88289 0.21724
51 C 1.23512 2.98216 0.36239
52 C -2.20998 2.22161 2.84142
53 C -2.82980 3.08227 3.77812
54 H -0.16154 -0.37110 5.00139
55 H 0.19780 -2.16831 6.65819
56 H -1.16367 -4.87775 7.05303
57 H 0.44315 -5.22408 6.45864
58 H -2.11422 -6.41934 5.53588
59 H -0.49674 -6.91410 5.08467
60 H -2.02016 -6.76788 2.43413
61 H -1.95556 -5.18918 0.58859
62 H 2.74649 -2.19182 -1.55578
63 H 4.13583 -4.16486 -1.02998
64 H 1.87402 -7.08241 -1.89032
65 H -0.45148 -6.70384 -2.48313
66 H -1.70807 -4.77201 -1.60742
67 H -2.10017 -2.84614 -2.63126
68 H -4.36992 -2.66280 -3.55135
69 H -6.27473 -2.11957 -2.06881
70 H -5.89119 -1.74472 0.34624
71 H -3.63016 -1.98381 1.28458
72 H -2.52566 -0.54860 4.84645
73 H -3.66220 1.00603 6.34047
74 H -3.44083 4.05801 6.69953
75 H -4.98876 3.67450 5.97876
76 H -3.14844 5.83870 5.16964
77 H -4.73268 5.50685 4.50480
78 H -3.07240 5.99044 2.05958
79 H -2.11485 4.54012 0.36461
80 H -1.48406 2.61934 -2.84238
81 H -3.41903 3.03060 -4.29821
82 H -5.71878 2.74260 -3.42434
83 H -6.06169 2.04161 -1.07369
84 H -4.12690 1.70882 0.41020
85 H -0.92124 4.29449 -1.89347
86 H 0.93234 5.85384 -2.17665
87 H 2.99280 5.62135 -0.82432
88 H 3.16077 3.80021 0.84503
89 H 1.30227 2.22598 1.12910
90 C 3.54982 2.28612 -5.47962
91 C 2.72635 1.57549 -4.42867
92 C 1.43658 1.13035 -4.69411
93 C 0.65782 0.44483 -3.76912
94 C -0.68637 -0.07722 -4.16809
95 O -1.55334 -0.22982 -3.34411
96 C -0.97577 -0.41890 -5.59978
97 C -2.29996 -0.30326 -6.02381
98 C -2.64866 -0.61035 -7.32985
99 C -1.67903 -1.06064 -8.21915
100 C -0.36451 -1.21207 -7.79533
101 C -0.01177 -0.88637 -6.49327
102 C 1.15884 0.25788 -2.45454
103 O 0.41920 -0.25831 -1.47199
104 C 2.49071 0.64855 -2.18723
105 C 3.24235 1.29403 -3.18679
106 C 3.13230 0.35150 -0.91549
107 N 2.48995 -0.01538 0.16527
108 C 3.28626 -0.38817 1.36678
109 C 3.68953 -1.86445 1.31561
110 Te 1.89090 -3.03503 1.36731
111 C 1.45842 -3.79344 -0.62068
112 C 2.19214 -5.15704 -0.85255
113 C 3.77175 -4.99044 -2.96281
114 C 3.15037 -4.74044 -4.10853
115 C 1.99524 -3.82479 -4.16094
116 C 1.61178 -3.09928 -3.11286
117 C 4.62537 0.50905 -0.90335
118 C 5.21938 1.61756 -0.30757
119 C 6.59963 1.76338 -0.32773
120 C 7.39300 0.80148 -0.94168
121 C 6.80023 -0.29500 -1.55599
122 C 5.41877 -0.43651 -1.54681
123 H 2.92990 2.61608 -6.31410
124 H 4.31827 1.61902 -5.88125
125 H 4.05944 3.15878 -5.06513
126 H 1.01174 1.33965 -5.66913
127 H -3.04532 0.03201 -5.31022
128 H -3.67680 -0.50269 -7.65719
129 H -1.94807 -1.29582 -9.24244
130 H 0.38846 -1.58034 -8.48411
131 H 1.01264 -1.01894 -6.16536
132 H 4.25500 1.60667 -2.96338
133 H 2.66773 -0.21523 2.24577
134 H 4.16739 0.23421 1.45449
135 H 4.23252 -2.15241 2.21431
136 H 4.29915 -2.10121 0.44828
137 H 2.60201 -5.63662 0.03590
138 H 4.63204 -5.65232 -2.92269
139 H 3.48320 -5.20307 -5.03262
140 H 1.45503 -3.74507 -5.09713
141 H 0.76986 -2.42076 -3.18694
142 H 4.59499 2.37838 0.15414
143 H 7.05480 2.63316 0.13342
144 H 8.47135 0.91276 -0.95084
145 H 7.41178 -1.03727 -2.05701
146 H 4.95611 -1.27698 -2.06114

=====

Record 2
Entry from OMol25: a molecular structure, C26H56N3O6PS (the ωB97M-V functional and the def2-TZVPD basis).

The calculation puts the LUMO energy at 0.3 eV. The net charge is 0.

Cartesian coordinates (Å):
1 C -3.81717 -0.22169 -2.75616
2 C -4.86077 0.68203 -3.49942
3 C -5.81535 0.20379 -4.48786
4 C -6.73428 1.11005 -5.14742
5 C -6.70973 2.54290 -4.84169
6 C -5.73944 3.02827 -3.86036
7 C -5.63927 4.54893 -3.52369
8 O -4.94363 5.21786 -4.61274
9 S -3.32178 5.42006 -4.34978
10 O -2.82918 4.49998 -3.31264
11 O -2.66805 4.96863 -5.85979
12 P -1.70253 3.61277 -5.76446
13 O -1.15643 3.39521 -7.13101
14 O -0.35556 3.81885 -4.78420
15 O -2.49365 2.23078 -5.35665
16 C -4.84429 2.10267 -3.19242
17 H -3.38813 -0.90424 -3.54177
18 H -2.96803 0.46162 -2.47255
19 H -4.24611 -0.76678 -1.88379
20 H -5.80888 -0.88541 -4.71625
21 H -7.48409 0.74635 -5.88666
22 H -7.40630 3.24763 -5.35923
23 H -6.69732 4.93740 -3.54055
24 H -5.24308 4.76884 -2.50522
25 H -0.52429 3.33114 -3.94847
26 H -1.92416 1.46120 -5.55946
27 H -4.12558 2.48460 -2.42862
28 C 4.34891 0.08610 0.20852
29 C 3.09255 0.11162 -0.65088
30 N 2.24716 1.27105 -0.41031
31 C 0.92429 1.15469 -1.00450
32 C 0.83106 1.08515 -2.53016
33 C 2.88603 2.57204 -0.55731
34 C 3.53387 2.90180 -1.90424
35 H 4.10257 0.17024 1.26910
36 H 4.87939 -0.85754 0.06172
37 H 5.03918 0.89075 -0.05398
38 H 2.52183 -0.79172 -0.41167
39 H 3.38180 0.02655 -1.70773
40 H 0.29479 1.97682 -0.64867
41 H 0.45334 0.25125 -0.59818
42 H 1.01106 2.05730 -2.99091
43 H -0.17810 0.77666 -2.82241
44 H 1.52659 0.36087 -2.95617
45 H 3.65383 2.66352 0.21751
46 H 2.16449 3.35725 -0.31139
47 H 4.13737 2.07894 -2.29174
48 H 4.19675 3.76320 -1.78976
49 H 2.79255 3.17249 -2.65605
50 C -4.36945 -6.20604 2.33923
51 C -3.67024 -5.19759 1.43760
52 N -4.53368 -4.11184 0.99938
53 C -3.96329 -3.31961 -0.08052
54 C -2.68799 -2.52625 0.21182
55 C -5.19114 -3.35078 2.05267
56 C -4.30745 -2.67460 3.10367
57 H -5.27206 -6.59817 1.86580
58 H -3.70297 -7.04774 2.53953
59 H -4.64235 -5.77151 3.30316
60 H -3.32281 -5.74375 0.55464
61 H -2.77080 -4.82618 1.94844
62 H -4.72548 -2.63487 -0.46668
63 H -3.75240 -3.99741 -0.91661
64 H -2.89305 -1.64591 0.82143
65 H -2.25397 -2.16824 -0.72613
66 H -1.92745 -3.12896 0.71079
67 H -5.88344 -4.01928 2.57407
68 H -5.84057 -2.59557 1.59933
69 H -3.51949 -3.33246 3.47485
70 H -4.91809 -2.38440 3.96267
71 H -3.84757 -1.76339 2.72156
72 C 8.29699 -0.11440 6.49490
73 C 6.92039 0.18531 5.91678
74 N 6.88879 0.19261 4.46257
75 C 5.66461 0.75877 3.91325
76 C 4.35337 0.02305 4.19197
77 C 7.36801 -1.01478 3.80479
78 C 6.67930 -2.33764 4.14912
79 H 9.04904 0.56982 6.09623
80 H 8.27653 0.00510 7.58034
81 H 8.61297 -1.13883 6.28699
82 H 6.63106 1.17821 6.27592
83 H 6.19421 -0.52311 6.33967
84 H 5.77642 0.88387 2.83159
85 H 5.56506 1.78042 4.29940
86 H 4.26723 -0.88459 3.59403
87 H 3.50825 0.66219 3.92168
88 H 4.23775 -0.23812 5.24519
89 H 8.43461 -1.12257 4.02620
90 H 7.33408 -0.87146 2.72029
91 H 6.52608 -2.46349 5.22252
92 H 7.29980 -3.17172 3.81079
93 H 5.71697 -2.43657 3.64710

=====

Question: net charge of number 1 (C77H60AlNO3P2STe)?
Answer: +2

=====

Question: Look up the net charge of the second one.
Answer: 0

=====

Question: The highest net charge belongs to which entry?
Answer: C77H60AlNO3P2STe